Record 1
Molecular formula: ClH6NaO3
Method: DFT, ωB97M-V/def2-TZVPD

Values from the calculation:
F_max	0.01650	hartree/bohr
2S+1	2
E	-23172.9183	eV
charge	+1
LUMO (spin up / spin down)	-3.5047 / -8.5541	eV
gap between HOMO and LUMO (spin up / spin down)	12.78 / 7.57	eV

CARTESIAN COORDINATES (ANGSTROEM)
Cl: -1.608 2.369 -0.835
Na: 0.381 0.572 -0.194
O: 1.191 -0.399 -2.228
O: -0.109 -1.628 0.647
O: -0.458 1.331 2.089
H: 0.016 -2.541 0.389
H: 1.292 -1.313 -2.496
H: 1.127 0.086 -3.051
H: -1.294 0.896 2.259
H: -0.698 2.227 1.853
H: 0.159 -1.600 1.566

Löwdin atomic charge list, values in e, 4 entries: 0.32 0.45 -0.04 -0.03


Record 2
Molecular formula: C3H7NOS
Method: DFT, ωB97M-V/def2-TZVPD

Values from the calculation:
F_max	0.05581	hartree/bohr
E	-17596.9231	eV
charge	0
LUMO	0.5323	eV
gap between HOMO and LUMO	9.87	eV

CARTESIAN COORDINATES (ANGSTROEM)
S: -3.137 -0.326 -0.130
O: -1.640 1.843 0.068
N: 2.228 -0.182 -0.045
C: -1.602 0.628 -0.004
C: 0.922 0.525 -0.352
C: -0.285 -0.190 0.280
H: 0.962 0.561 -1.419
H: -2.560 -1.544 -0.061
H: 0.920 1.562 0.011
H: -0.086 -0.183 1.384
H: -0.370 -1.242 -0.051
H: 2.263 -0.490 0.949
H: 2.384 -0.961 -0.627

Löwdin atomic charge list, values in e, 4 entries: 0.80 0.00 -0.02 -0.75


Record 3
Molecular formula: C6H11BrN
Method: DFT, ωB97M-V/def2-TZVPD

Values from the calculation:
F_max	0.08093	hartree/bohr
E	-77923.6841	eV
charge	+1
LUMO	-3.1202	eV
gap between HOMO and LUMO	10.88	eV

CARTESIAN COORDINATES (ANGSTROEM)
Br: -2.391 -0.466 -0.030
N: 0.456 -0.657 -0.104
C: -0.625 1.590 -0.966
C: -0.687 0.412 -0.004
C: 0.411 -1.432 1.139
C: -0.387 2.544 -0.053
C: 0.437 -1.571 -1.324
C: -0.243 1.544 1.076
H: 1.350 -0.251 -0.302
H: -0.103 -2.482 -1.396
H: 0.797 1.428 1.438
H: 1.137 -2.187 0.977
H: -0.068 3.548 0.087
H: 0.172 -0.866 -2.196
H: -0.590 -1.805 1.281
H: -0.844 1.705 1.909
H: -1.031 1.640 -1.999
H: 1.531 -1.874 -1.542
H: 0.681 -0.820 2.007

Löwdin atomic charge list, values in e, 4 entries: 0.88 -0.18 -0.10 -0.73


Record 4
Molecular formula: C27H48F5IN4O8S
Method: DFT, ωB97M-V/def2-TZVPD

Values from the calculation:
F_max	0.04523	hartree/bohr
E	-83638.4402	eV
charge	0
LUMO	0.2850	eV
gap between HOMO and LUMO	9.10	eV

CARTESIAN COORDINATES (ANGSTROEM)
I: 5.341 3.307 -2.487
S: 1.117 2.777 -2.384
F: -3.297 4.343 -2.669
F: 0.160 1.763 -5.210
F: -4.378 3.969 -4.476
F: -5.252 3.468 -2.574
F: -0.109 -0.388 -5.299
O: 6.572 2.285 2.639
O: 2.207 2.426 -3.524
O: 0.205 3.694 -2.960
O: -5.300 -2.772 -1.476
O: 2.870 0.484 4.554
O: 1.724 3.154 -1.157
O: 0.545 1.303 -2.219
O: -5.398 -4.200 2.862
N: 5.563 1.828 5.378
N: 2.578 0.660 -5.076
N: 0.885 -0.936 -2.996
N: -6.863 -2.250 1.176
C: 4.814 1.840 -1.028
C: -6.705 -2.840 -1.306
C: -4.545 -3.652 -0.660
C: -4.152 0.970 -2.893
C: 7.395 2.002 3.764
C: -7.385 -3.518 1.670
C: 3.311 0.775 3.241
C: 6.658 1.110 4.739
C: -0.192 -1.332 -0.768
C: -4.118 3.469 -3.269
C: 3.543 0.454 -2.858
C: -0.134 0.679 -4.459
C: 0.961 0.446 -3.324
C: -7.240 -1.938 -0.199
C: -2.199 2.021 -3.853
C: 3.845 -0.061 5.423
C: -2.211 -0.360 -3.498
C: -3.491 2.114 -3.338
C: -4.515 -3.285 3.482
C: 6.200 3.646 2.518
C: 1.088 -1.297 -1.585
C: -3.503 -0.262 -2.992
C: 4.670 0.984 6.166
C: 2.356 1.033 -3.662
C: -6.774 -3.870 3.009
C: -1.540 0.795 -3.922
C: 3.680 0.866 -1.387
H: -1.742 -1.325 -3.570
H: -4.245 -3.177 0.277
H: 3.243 -0.100 -5.108
H: 3.973 1.648 6.683
H: 1.461 -1.476 -3.621
H: -1.701 2.910 -4.202
H: 7.079 4.296 2.488
H: 3.379 -0.622 -2.876
H: 8.279 1.470 3.401
H: -0.982 -1.886 -1.261
H: 1.513 -2.299 -1.577
H: 7.731 2.921 4.250
H: 7.354 0.764 5.509
H: 4.448 0.641 -3.424
H: 5.658 3.747 1.580
H: 3.290 -0.630 6.174
H: -7.282 -4.754 3.405
H: 3.033 1.428 -5.559
H: -3.635 -3.906 -1.205
H: -5.853 -2.269 1.237
H: 3.898 -0.040 -0.823
H: -5.145 1.043 -2.482
H: -3.509 -3.692 3.393
H: 4.473 -0.784 4.888
H: -5.090 -4.574 -0.444
H: -6.892 -0.922 -0.404
H: 1.807 -0.662 -1.071
H: -7.025 -3.882 -1.191
H: 4.497 2.408 -0.162
H: 5.708 1.313 -0.723
H: -8.332 -1.916 -0.265
H: 0.026 -1.863 0.159
H: -6.910 -3.055 3.725
H: -4.008 -1.160 -2.677
H: 3.667 1.805 3.152
H: -4.539 -2.304 2.996
H: -0.518 -0.338 -0.480
H: 5.542 3.959 3.336
H: -7.136 -2.488 -2.247
H: 4.099 0.090 2.916
H: 5.018 2.293 4.664
H: -4.751 -3.165 4.543
H: 6.306 0.232 4.179
H: -7.176 -4.350 0.983
H: -8.470 -3.436 1.782
H: 5.259 0.481 6.940
H: 2.758 1.256 -0.978
H: 2.455 0.664 2.574

Löwdin atomic charge list, values in e, 4 entries: 0.85 0.62 0.15 0.11


Record 5
Molecular formula: C12H13N3O4S
Method: DFT, ωB97M-V/def2-TZVPD

Values from the calculation:
F_max	0.31236	hartree/bohr
E	-36139.6201	eV
charge	0
LUMO	-0.6945	eV
gap between HOMO and LUMO	7.59	eV

CARTESIAN COORDINATES (ANGSTROEM)
S: -2.886 -0.823 1.088
O: 1.868 -1.389 0.195
O: -0.824 4.482 2.818
O: 0.352 -4.875 -2.227
O: -1.092 3.535 0.640
N: -0.548 -1.804 0.082
N: -0.279 0.286 1.181
N: 0.097 -3.943 -1.501
C: -0.822 3.494 2.127
C: 2.543 -5.928 -2.967
C: 2.200 -3.774 -1.670
C: -2.465 0.781 1.953
C: 1.161 -3.106 -1.125
C: 1.880 -4.908 -2.196
C: -0.628 2.166 2.655
C: -0.172 5.431 -0.133
C: -1.496 4.748 0.176
C: 0.782 -1.979 -0.374
C: -1.109 -0.881 0.683
C: -1.215 0.976 1.945
H: -3.459 1.209 2.478
H: 2.248 -5.786 -4.074
H: 2.467 -6.962 -2.526
H: 3.394 -5.699 -3.112
H: -0.720 2.115 3.850
H: -0.592 6.232 -0.808
H: 3.267 -3.551 -1.270
H: 0.239 5.745 0.564
H: 0.598 2.114 2.736
H: 0.460 4.783 -0.735
H: -2.262 5.318 0.820
H: -1.005 -2.349 -0.482
H: -1.981 4.340 -0.791

Löwdin atomic charge list, values in e, 4 entries: 0.96 0.00 0.11 0.06


Record 6
Molecular formula: C31H35ClN2PtSi2
Method: DFT, ωB97M-V/def2-TZVPD

Values from the calculation:
F_max	0.08728	hartree/bohr
2S+1	3
E	-67215.6630	eV
charge	0
LUMO (spin up / spin down)	0.0681 / 0.1203	eV
gap between HOMO and LUMO (spin up / spin down)	4.60 / 6.40	eV

CARTESIAN COORDINATES (ANGSTROEM)
Pt: -0.887 0.828 2.645
Cl: -0.414 -2.210 1.685
Si: 0.789 -0.892 -2.153
Si: -0.111 -0.326 0.744
N: -2.153 -0.333 3.895
N: 0.236 0.735 4.452
C: -2.812 0.123 -0.299
C: -1.818 -2.574 -5.648
C: 1.636 0.415 0.890
C: -3.300 1.623 -2.146
C: 4.201 1.475 0.446
C: 2.442 -1.683 -2.376
C: 2.525 -3.089 -2.357
C: 3.734 -3.726 -2.652
C: -1.929 -0.151 5.373
C: -2.170 2.580 4.174
C: -0.565 0.419 5.694
C: -1.547 -2.167 -3.263
C: 0.193 -1.514 -4.809
C: 4.026 0.091 0.592
C: -1.469 0.532 -0.309
C: -3.712 0.632 -1.245
C: 3.593 -0.926 -2.650
C: -3.380 2.452 3.458
C: -1.118 2.906 3.219
C: 4.884 -2.969 -2.929
C: 3.100 2.327 0.561
C: -2.293 -2.671 -4.335
C: -1.988 2.114 -2.095
C: 2.757 -0.437 0.842
C: -3.133 2.662 2.083
C: 4.811 -1.567 -2.911
C: -1.090 1.582 -1.165
C: -0.284 -1.599 -3.488
C: -0.579 -1.963 -5.883
C: -1.746 2.893 1.887
C: 1.827 1.801 0.797
H: 3.529 0.164 -2.649
H: 0.005 -0.289 6.306
H: 0.936 0.540 -2.460
H: -4.368 2.349 3.904
H: 0.976 2.485 0.896
H: -0.204 -1.846 -6.905
H: -2.040 -1.138 5.842
H: -0.077 1.995 -1.126
H: 4.885 -0.573 0.486
H: -2.721 0.503 5.753
H: 5.830 -3.465 -3.156
H: -3.888 2.723 1.305
H: -4.740 0.257 -1.273
H: 3.223 3.409 0.467
H: -2.074 -1.324 3.641
H: 1.176 -1.082 -5.008
H: 0.300 -1.194 -0.500
H: -0.667 1.355 6.256
H: -1.933 -2.212 -2.243
H: -3.116 -0.094 3.656
H: -2.071 2.676 5.252
H: 3.783 -4.820 -2.665
H: -1.245 3.194 0.965
H: -4.008 2.039 -2.864
H: 2.631 -1.517 0.942
H: -3.161 -0.583 0.459
H: -0.152 3.361 3.420
H: -1.658 2.909 -2.776
H: -2.408 -2.964 -6.481
H: 5.707 -0.967 -3.104
H: 1.636 -3.685 -2.132
H: 0.729 1.620 4.587
H: 5.194 1.882 0.257
H: 0.989 0.049 4.361
H: -3.256 -3.148 -4.136

Löwdin atomic charge list, values in e, 4 entries: 0.94 0.24 0.82 0.01


> E of number 1 (ClH6NaO3)?

-23172.9183 eV


Repeat the first record exactly.
Molecular formula: ClH6NaO3
Method: DFT, ωB97M-V/def2-TZVPD

Values from the calculation:
F_max	0.01650	hartree/bohr
2S+1	2
E	-23172.9183	eV
charge	+1
LUMO (spin up / spin down)	-3.5047 / -8.5541	eV
gap between HOMO and LUMO (spin up / spin down)	12.78 / 7.57	eV

CARTESIAN COORDINATES (ANGSTROEM)
Cl: -1.608 2.369 -0.835
Na: 0.381 0.572 -0.194
O: 1.191 -0.399 -2.228
O: -0.109 -1.628 0.647
O: -0.458 1.331 2.089
H: 0.016 -2.541 0.389
H: 1.292 -1.313 -2.496
H: 1.127 0.086 -3.051
H: -1.294 0.896 2.259
H: -0.698 2.227 1.853
H: 0.159 -1.600 1.566

Löwdin atomic charge list, values in e, 4 entries: 0.32 0.45 -0.04 -0.03